No. 1
2 unconnected molecules or ions with the total composition CH5N2S2, computed with ωB97M-V/def2-TZVPD.

Output
E_HOMO (spin up / spin down) = -13.39 / -12.90 eV
charge = +1
DFT total energy = -25756.92994 eV
ΔE to the lowest compared entry with this formula, charge and spin = 527.73 kJ/mol

Each line ends with the natural charge from an NBO analysis.
Geometry (Å):
C -0.53824 -0.40409 0.01095  0.297
N 1.49486 0.15596 -0.63706  -0.700
N -1.49524 0.41621 -0.17239  -0.688
S 1.38400 1.66133 0.10094  0.335
S 2.52631 -0.93344 0.06603  0.372
H -0.32907 -1.14798 0.77885  0.218
H -2.46915 0.11182 0.14132  0.448
H -1.39776 1.31386 -0.71964  0.454
H 2.00064 1.29354 1.23953  0.107
H 2.45619 -1.87497 -0.94878  0.158

=====

No. 2
A single C6H14P2 molecule, computed with ωB97M-V/def2-TZVPD.

Output
E_HOMO (spin up / spin down) = -7.77 / -7.77 eV
DFT total energy = -25022.45655 eV
ΔE to the lowest compared entry with this formula, charge and spin = 317.66 kJ/mol

Each line ends with the natural charge from an NBO analysis.
Geometry (Å):
C -1.48129 0.23795 0.19298  -1.033
C 1.85315 1.64303 -0.46772  -1.092
C 1.62140 -1.55756 -1.07315  -0.623
C 0.68572 1.26691 2.09778  -0.945
C 1.15689 -0.96236 0.25007  -0.677
C -3.79729 -0.43667 -1.22342  -0.799
P -2.15468 0.02927 -1.49199  0.669
P 0.53585 0.84569 0.29183  1.346
H -2.19251 0.81511 0.80949  0.245
H -1.25089 -0.74074 0.50854  0.235
H 1.75126 2.72167 -0.72704  0.223
H 2.07009 1.16446 -1.48211  0.219
H 2.54930 -1.22604 -1.51779  0.224
H 1.95663 -2.54634 -0.78763  0.211
H 0.77955 -1.68552 -1.77013  0.213
H 1.58058 1.97347 2.19992  0.262
H -0.24234 1.76575 2.28390  0.228
H 0.87646 0.36208 2.70726  0.244
H 1.94261 -0.94157 0.95817  0.223
H 0.45412 -1.70718 0.67178  0.211
H -4.27808 -0.51954 -0.30582  0.197
H -4.41652 -0.50188 -2.12491  0.218

=====

No. 3
A single C10H11N3 molecule, computed with ωB97M-V/def2-TZVPD.

Output
E_HOMO = -9.20 eV
DFT total energy = -15015.44261 eV
ΔE to the lowest compared entry with this formula, charge and spin = 364.38 kJ/mol

Each line ends with the natural charge from an NBO analysis.
Geometry (Å):
C -0.70787 -2.91789 0.00336  -0.618
C -0.32012 -1.99615 -1.04668  -0.229
C 2.54804 -0.40559 0.17987  -0.087
C 1.18083 -0.23352 -0.14434  0.070
C 0.35884 0.87357 0.13359  -0.102
C -0.09636 1.69559 -0.85772  -0.188
C -1.04138 2.76105 -0.61989  -0.194
C -1.68882 3.04059 0.55578  -0.224
C -1.10438 2.28003 1.56822  -0.191
C -0.19043 1.16243 1.37206  -0.189
H 0.02073 -3.77848 0.37777  0.229
H -1.64362 -3.36082 0.03850  0.226
H -0.65623 -2.21583 0.87822  0.201
H -0.13076 -2.55963 -1.92000  0.221
H -1.03152 -1.14294 -1.14367  0.219
H 3.17140 0.27450 0.74077  0.216
H 0.44250 1.71010 -1.82914  0.217
H -1.32039 3.13297 -1.54800  0.204
H -2.38534 3.89176 0.59253  0.238
H -1.47220 2.31943 2.54932  0.208
H 0.28153 0.51483 2.16270  0.225
N 0.93024 -1.41219 -0.75951  -0.125
N 1.98656 -2.09257 -0.97410  -0.064
N 2.86874 -1.54123 -0.30965  -0.261